The following is a quantum chemistry calculation of a molecular structure, C34H35N12O2S4Tl, from OMol25.

```
! RIJCOSX wB97M-V def2-TZVPD def2/J DEFGRID3
* xyz -2 1
Tl -0.17 -1.05 -1.21
N 1.04 -5.10 -2.09
C 1.07 -4.33 -0.95
S -0.09 -4.62 0.26
N 2.14 -3.58 -0.80
N 2.14 -2.42 -0.23
C 3.18 -1.98 0.42
C 4.35 -2.85 0.71
C 4.95 -3.59 -0.30
C 6.01 -4.44 -0.02
C 6.49 -4.56 1.28
C 5.88 -3.85 2.30
C 4.81 -3.01 2.02
C 3.11 -0.62 0.95
C 4.20 0.00 1.59
C 4.05 1.24 2.17
C 2.81 1.87 2.11
C 1.82 1.22 1.39
N 1.95 0.05 0.82
H 0.13 -5.50 -2.25
H 1.43 -4.63 -2.90
H 4.58 -3.48 -1.31
H 6.47 -5.01 -0.82
H 7.32 -5.22 1.49
H 6.23 -3.95 3.32
H 4.31 -2.48 2.82
H 5.16 -0.50 1.61
H 4.88 1.71 2.68
H 2.65 2.83 2.58
H 0.83 1.67 1.28
S 1.88 -1.07 -3.45
C 0.84 -0.31 -4.63
C 1.34 0.77 -5.35
C 0.59 1.47 -6.30
C 1.16 2.57 -6.99
N 1.67 3.45 -7.53
C -0.74 1.05 -6.55
C -1.25 -0.04 -5.86
C -0.50 -0.75 -4.90
S -1.22 -2.11 -4.13
C -1.53 1.73 -7.51
N -2.16 2.28 -8.31
H 2.36 1.09 -5.16
H -2.26 -0.37 -6.06
N 0.37 1.54 -2.06
C -0.71 2.45 -2.41
C -0.41 3.93 -2.05
C -0.08 4.23 -0.56
C -1.21 4.76 0.34
N -2.31 3.82 0.57
C -2.32 2.83 1.44
N -1.52 2.78 2.52
N -3.28 1.90 1.34
C -2.06 2.01 -1.80
O -3.02 2.85 -1.90
O -2.14 0.94 -1.19
H 0.96 1.89 -1.31
H 0.98 1.37 -2.85
H -0.87 2.40 -3.49
H -1.27 4.53 -2.36
H 0.45 4.23 -2.65
H 0.69 5.01 -0.54
H 0.35 3.35 -0.09
H -1.66 5.63 -0.13
H -0.80 5.07 1.30
H -2.85 3.61 -0.32
H -0.65 3.29 2.51
H -1.46 1.85 2.96
H -3.57 1.71 0.37
H -3.08 1.05 1.85
N -2.16 -2.48 1.43
C -2.38 -1.58 2.38
S -1.18 -0.49 2.80
N -3.67 -1.57 2.86
C -4.22 -1.16 4.09
C -3.50 -0.60 5.15
C -4.15 -0.28 6.33
C -5.50 -0.51 6.50
C -6.22 -1.05 5.44
C -5.59 -1.38 4.26
H -1.23 -2.67 1.05
H -2.87 -3.15 1.15
H -4.32 -2.10 2.30
H -2.45 -0.43 5.03
H -3.57 0.15 7.14
H -6.00 -0.27 7.43
H -7.29 -1.22 5.54
H -6.16 -1.81 3.44
*
```

For the frontier orbital gap, the calculation gives 0.1602 Ha. As for the HOMO energy: -0.99 eV. The energy above the lowest of the compared OMol25 structures with the same formula, charge and spin is 197.04 kJ/mol. For the molar mass, the calculation gives 976.4 g mol⁻¹.


The following is a quantum chemistry calculation of a molecular structure, C34H36BiBrN8O4Si, from OMol25.

```
! RIJCOSX wB97M-V def2-TZVPD def2/J DEFGRID3
* xyz 0 1
Bi -0.14 -0.30 0.11
Br -2.36 -0.17 7.57
C -1.96 -0.52 5.75
C -1.86 -1.84 5.30
C -1.57 -2.09 3.99
C -1.33 -1.06 3.05
O -1.05 -1.40 1.83
C -1.46 0.28 3.52
C -1.40 1.45 2.69
N -0.97 1.56 1.48
C -1.11 2.82 0.83
C -0.91 4.03 1.45
C -1.12 5.24 0.76
C -1.53 5.24 -0.54
C -1.72 4.02 -1.22
C -2.16 3.93 -2.56
C -2.32 2.71 -3.15
C -2.00 1.56 -2.40
N -1.60 1.60 -1.16
C -1.48 2.80 -0.54
C -1.79 0.51 4.87
H -2.01 -2.66 5.99
H -1.51 -3.11 3.62
H -1.81 2.35 3.16
H -0.55 4.05 2.48
H -0.95 6.17 1.28
H -1.71 6.17 -1.07
H -2.35 4.84 -3.11
H -2.64 2.62 -4.17
H -2.08 0.57 -2.85
H -1.90 1.54 5.21
C 0.49 -4.44 -4.49
N -0.26 -3.66 -3.51
C -1.62 -3.59 -3.60
C -2.36 -2.89 -2.73
C -1.66 -2.19 -1.67
O -2.26 -1.48 -0.83
N -0.31 -2.29 -1.60
C 0.43 -2.99 -2.49
O 1.66 -3.05 -2.46
H 0.01 -5.41 -4.64
H 1.49 -4.59 -4.11
H 0.55 -3.92 -5.45
H -2.06 -4.13 -4.43
H -3.43 -2.82 -2.79
C 4.48 -1.14 -3.76
N 3.29 -0.42 -3.37
C 2.58 0.55 -4.17
C 1.54 1.06 -3.17
O 0.70 1.89 -3.44
N 1.71 0.40 -1.98
C 2.78 -0.39 -2.13
N 3.36 -1.04 -1.12
H 4.79 -0.81 -4.74
H 4.30 -2.22 -3.79
H 5.30 -0.95 -3.05
H 2.10 0.11 -5.05
H 3.23 1.36 -4.50
H 2.89 -0.93 -0.22
H 3.79 -1.93 -1.31
C 4.06 -2.08 2.13
Si 2.17 -1.86 2.25
C 1.68 -1.85 4.07
C 1.44 -3.31 1.33
N 1.73 -0.39 1.42
C 2.31 0.85 1.75
C 3.07 1.03 2.92
C 3.63 2.26 3.24
C 3.45 3.36 2.42
C 2.70 3.20 1.26
C 2.15 1.98 0.93
H 4.50 -2.32 3.10
H 4.54 -1.16 1.78
H 4.32 -2.89 1.45
H 1.06 -2.70 4.33
H 1.13 -0.94 4.32
H 2.57 -1.88 4.71
H 1.75 -4.24 1.82
H 1.79 -3.34 0.29
H 0.34 -3.29 1.31
H 3.22 0.20 3.60
H 4.20 2.35 4.16
H 3.88 4.32 2.67
H 2.55 4.05 0.59
H 1.62 1.89 -0.01
*
```

For the frontier orbital gap, the calculation gives 0.2594 Ha. As for the HOMO energy: -7.38 eV. The energy above the lowest of the compared OMol25 structures with the same formula, charge and spin is 0.00 kJ/mol. For the molar mass, the calculation gives 937.7 g mol⁻¹.


The following is a quantum chemistry calculation of a molecular structure, C34H36Cl2N5O4RuS2, from OMol25.

```
! RIJCOSX wB97M-V def2-TZVPD def2/J DEFGRID3
* xyz -2 6
Ru -0.46 -0.25 -0.34
C 3.40 -0.51 1.25
N 2.81 -0.47 -0.07
C 3.31 -1.52 -0.93
C 2.83 0.84 -0.64
C 3.87 1.27 -1.45
C 3.89 2.56 -1.99
C 2.84 3.42 -1.71
C 1.80 3.00 -0.88
C 1.77 1.72 -0.32
N 0.74 1.23 0.45
C 0.10 1.93 1.46
C 0.40 3.22 1.92
C -0.37 3.82 2.91
C -1.43 3.17 3.49
C -1.69 1.85 3.11
C -0.92 1.24 2.15
N -1.04 -0.19 1.82
C -2.34 -0.78 2.14
C 0.02 -0.92 2.58
H 4.50 -0.39 1.21
H 3.00 0.30 1.86
H 3.17 -1.46 1.73
H 4.41 -1.51 -1.03
H 3.02 -2.48 -0.50
H 2.85 -1.44 -1.91
H 4.68 0.59 -1.67
H 4.70 2.87 -2.63
H 2.81 4.41 -2.15
H 0.94 3.65 -0.73
H 1.23 3.76 1.49
H -0.13 4.84 3.21
H -2.07 3.66 4.21
H -2.50 1.30 3.57
H -2.46 -0.87 3.23
H -3.14 -0.17 1.73
H -2.37 -1.77 1.69
H -0.20 -0.86 3.65
H 0.03 -1.96 2.26
H 0.98 -0.47 2.37
Cl -7.89 1.48 -0.02
C -6.13 1.47 -0.20
C -5.44 2.67 -0.07
C -4.04 2.64 -0.21
Cl -3.17 4.14 -0.02
C -3.29 1.48 -0.45
O -2.01 1.49 -0.51
C -4.06 0.25 -0.61
C -3.44 -0.97 -0.89
O -2.17 -1.19 -1.15
C -5.48 0.29 -0.45
H -5.95 3.60 0.13
H -4.09 -1.85 -0.95
H -6.04 -0.63 -0.55
C -0.47 -1.42 -3.95
C -0.20 0.00 -3.44
C -1.45 0.87 -3.60
C 0.98 0.62 -4.20
N 0.18 -0.09 -2.05
H -0.94 -1.37 -4.94
H -1.14 -1.93 -3.26
H 0.46 -1.99 -4.03
H -1.61 1.08 -4.66
H -1.33 1.81 -3.05
H -2.32 0.36 -3.19
H 0.77 0.64 -5.27
H 1.89 0.05 -4.03
H 1.15 1.65 -3.85
O 4.12 -4.39 1.68
S 2.79 -4.93 1.75
O 2.45 -5.70 2.92
N 1.67 -3.79 1.45
C 0.99 -4.02 0.34
S -0.25 -3.10 -0.32
C 1.45 -5.28 -0.38
C 1.00 -5.81 -1.57
C 1.58 -6.98 -2.04
C 2.60 -7.60 -1.33
C 3.07 -7.07 -0.13
C 2.47 -5.90 0.31
H 0.20 -5.30 -2.10
H 1.25 -7.41 -2.98
H 3.05 -8.51 -1.71
H 3.86 -7.53 0.43
*
```

For the frontier orbital gap (alpha / beta), the calculation gives 0.1525 / 0.2272 Ha. As for the HOMO energy (alpha / beta): -0.01 / -2.05 eV. The energy above the lowest of the compared OMol25 structures with the same formula, charge and spin is 0.00 kJ/mol. For the molar mass, the calculation gives 814.8 g mol⁻¹.


The following is a quantum chemistry calculation of a molecular structure, C34H36ClN2O5Sb2Tc, from OMol25.

```
! RIJCOSX wB97M-V def2-TZVPD def2/J DEFGRID3
* xyz 1 4
Tc -0.07 -0.40 -0.06
C -4.59 0.17 -1.09
O -4.89 0.65 0.20
C -4.01 0.54 1.22
C -4.51 0.89 2.47
C -3.73 0.82 3.61
C -2.40 0.42 3.53
C -1.85 0.15 2.29
C -0.44 -0.25 2.07
N 0.52 0.64 1.64
N 1.80 0.41 2.00
C 2.50 -0.18 1.06
O 1.93 -0.57 -0.02
C 3.91 -0.46 1.31
C 4.79 -0.65 0.24
C 6.12 -0.90 0.48
C 6.59 -0.99 1.78
C 5.72 -0.82 2.85
C 4.39 -0.53 2.62
C -2.65 0.15 1.11
O -2.05 -0.19 -0.01
H -5.53 0.19 -1.63
H -4.21 -0.85 -1.06
H -3.86 0.81 -1.58
H -5.54 1.19 2.52
H -4.16 1.08 4.56
H -1.79 0.36 4.41
H -0.04 -0.95 2.81
H 4.42 -0.58 -0.77
H 6.81 -1.03 -0.34
H 7.63 -1.20 1.97
H 6.09 -0.89 3.86
H 3.70 -0.38 3.43
C -0.96 -4.41 -1.08
Sb 0.33 -2.72 -1.45
C 2.00 -3.55 -0.38
C 1.10 -3.31 -3.44
C 0.06 -3.33 -4.49
C -0.80 -4.43 -4.55
C -1.84 -4.49 -5.45
C -2.05 -3.42 -6.32
C -1.21 -2.33 -6.28
C -0.13 -2.27 -5.40
C 0.77 -1.11 -5.44
Sb 0.46 0.27 -3.69
C -1.60 -0.36 -3.40
C -0.08 1.97 -4.93
H -0.43 -5.32 -1.35
H -1.87 -4.35 -1.66
H -1.21 -4.44 -0.02
H 2.15 -4.59 -0.67
H 1.80 -3.49 0.69
H 2.89 -2.97 -0.60
H 1.49 -4.31 -3.25
H 1.93 -2.64 -3.66
H -0.63 -5.25 -3.88
H -2.48 -5.35 -5.48
H -2.87 -3.44 -7.01
H -1.37 -1.50 -6.95
H 0.58 -0.50 -6.32
H 1.82 -1.40 -5.42
H -2.27 0.24 -4.01
H -1.87 -0.27 -2.35
H -1.68 -1.40 -3.70
H -0.95 1.71 -5.53
H 0.74 2.21 -5.59
H -0.31 2.84 -4.32
Cl -4.83 4.73 1.82
C -3.29 4.01 1.71
C -2.51 3.86 2.86
C -1.32 3.17 2.78
C -0.88 2.64 1.57
O 0.36 2.06 1.55
C -1.62 2.86 0.39
C -1.20 2.41 -0.91
O -0.27 1.62 -1.17
C -2.83 3.55 0.49
H -2.84 4.27 3.80
H -0.70 3.03 3.66
H -1.79 2.80 -1.75
H -3.43 3.70 -0.40
*
```

For the frontier orbital gap (alpha / beta), the calculation gives 0.2389 / 0.2210 Ha. As for the HOMO energy (alpha / beta): -10.29 / -10.28 eV. For the molar mass, the calculation gives 929.6 g mol⁻¹.